Record 1
A structure of composition C11H18B2F7N4O7STeZn in a non-equilibrium geometry. Source: OMol25; level of theory: wB97M-V/def2-TZVPD.

XYZ file:
```
52
Properties=species:S:1:pos:R:3:forces:R:3:mulliken_charge:R:1
Zn -0.3845 1.1333 -0.1898 -0.2 0.1 -0.3 0.666
C 2.2139 4.6424 0.0750 1.2 -1.2 -0.9 -1.494
C 1.6199 3.2667 0.0900 -0.2 1.2 0.0 0.169
N 0.3707 3.1007 -0.1100 0.5 -0.6 -0.2 0.388
O -0.3809 4.1612 -0.3690 -0.4 -0.3 0.1 -0.444
B -1.7257 3.6639 -0.8471 -0.4 -0.4 -0.3 0.943
F -1.5115 2.5539 -1.7010 0.5 -0.4 -0.3 -0.421
F -2.3111 4.6823 -1.5056 -0.4 0.0 0.5 -0.307
O -2.5868 3.0687 0.2725 0.3 0.3 0.7 -0.507
N -2.0215 1.9416 0.7542 -0.5 -0.7 0.5 0.404
C -2.4165 1.3699 1.8495 1.0 0.6 -1.4 0.583
C -3.4649 1.8596 2.7481 0.0 1.0 0.2 -1.696
C -1.6042 0.1341 2.2059 -0.3 0.1 0.3 0.417
N -0.4770 0.0652 1.6221 -0.1 0.3 0.4 0.411
O 0.3027 -1.0084 1.9881 1.1 -0.3 -0.6 -0.383
B 1.6288 -1.0544 1.5320 -0.7 -0.3 1.0 0.914
F 1.3727 -3.3267 -0.3990 -0.1 -0.6 0.4 -0.332
F 2.3157 -2.0737 2.0367 -0.1 0.2 -0.3 -0.176
O 2.3608 -0.1742 0.7776 -0.2 0.1 -0.5 -0.756
N 1.6958 0.9606 0.2872 0.1 -0.3 0.0 0.580
C 2.3847 2.0343 0.3132 -0.2 -0.8 0.6 0.717
C 3.8026 2.0949 0.6753 0.3 0.9 -0.6 -1.705
C -2.0937 -0.8741 3.1950 -0.4 1.8 1.1 -1.612
H 3.2193 4.7095 0.5167 -0.4 -0.1 -0.2 0.396
H 1.5698 5.3271 0.5523 -0.8 0.8 0.4 0.397
H 2.2694 4.8735 -0.9984 0.1 0.5 0.3 0.323
H -3.9746 2.7483 2.3667 0.0 -0.4 -0.3 0.377
H -3.0575 2.1823 3.7086 0.2 -0.3 0.1 0.358
H -4.1407 1.0548 2.9186 -0.9 -0.5 0.3 0.417
H 4.2456 1.1562 0.8789 0.1 -0.9 0.6 0.395
H 3.9352 2.8295 1.4586 0.2 0.0 0.3 0.404
H 4.3432 2.4661 -0.1915 0.1 0.4 -0.2 0.421
H -2.9375 -1.3918 2.7705 -0.3 -0.4 -0.1 0.309
H -2.4438 -0.3183 4.1072 0.1 -0.5 -0.8 0.449
H -1.3216 -1.5320 3.5315 0.3 -0.5 -0.2 0.401
C 0.4375 -4.9968 -3.1236 -1.4 0.9 1.3 -0.996
Te 1.6441 -3.5091 -2.2324 0.2 1.0 -1.4 1.140
C 3.2288 -4.8627 -2.1026 0.8 -0.3 -0.6 -1.172
H -0.5107 -4.9936 -2.4994 1.3 -0.7 -0.6 0.280
H 1.0441 -5.8911 -3.1919 -0.4 -0.2 -0.1 0.480
H 0.1051 -4.5316 -4.0543 0.4 -0.2 -0.2 0.383
H 3.5604 -5.1263 -3.1626 -0.6 0.3 1.3 0.368
H 2.8010 -5.7118 -1.5839 0.2 -0.4 -0.1 0.402
H 4.1026 -4.5098 -1.5442 -0.3 0.2 -0.2 0.376
F -3.9097 -2.0481 -1.8405 -0.2 -0.3 -0.2 -0.211
C -2.8613 -1.3022 -2.1322 -0.4 0.4 -0.6 0.538
F -2.5364 -1.4487 -3.4344 -0.5 0.5 0.7 -0.214
F -3.1723 -0.0245 -1.8388 0.3 -0.7 -0.5 -0.177
S -1.4339 -1.8201 -1.1500 0.7 2.0 0.0 0.816
O -0.6043 -0.5948 -1.1853 0.3 0.2 0.0 -0.958
O -0.7610 -2.7931 -1.9767 0.0 -1.3 -0.2 -0.458
O -1.9308 -2.1632 0.1319 -0.1 -0.6 0.5 -0.605
```
Positions in Å, forces in eV/Å.

- Highest occupied orbital energy: -0.4397 Ha
- Largest force on an atom: 2.16 eV Å⁻¹
- Net charge: +1
- Electronic energy: -4369.924409 hartree

Record 2
A cluster of 5 separate species, C31H54F22IO12PSSi2 in total. Source: OMol25; level of theory: wB97M-V/def2-TZVPD.

XYZ file:
```
124
Properties=species:S:1:pos:R:3:forces:R:3:mulliken_charge:R:1
C 3.7120 -3.9302 0.1126 -0.2 0.1 0.0 -0.826
Si 2.2654 -2.7996 -0.1384 0.0 -0.2 0.2 0.362
C 1.1189 -3.5714 -1.4090 0.2 0.4 -0.2 -1.016
C 1.2873 -2.5129 1.4305 -0.1 -0.3 -0.1 -0.732
O 2.8255 -1.3115 -0.6811 -0.2 -0.1 -0.3 -0.015
C 1.8953 -0.4642 -1.3359 0.5 0.1 0.0 -0.515
C 2.5216 0.9369 -1.5020 -0.1 -0.2 -0.1 -0.436
Si 1.3893 2.3913 -1.2163 0.2 -0.6 -0.6 0.123
P 2.0804 4.0374 -2.6165 0.1 0.3 0.2 -0.224
O 1.0497 5.2527 -2.2887 -0.2 0.1 0.0 -0.357
I 1.1273 2.9955 -4.6215 0.0 -0.1 -0.2 -0.098
C -0.5041 1.9768 -1.4738 -0.3 0.3 -0.2 0.647
F -1.1045 3.0998 -2.0245 0.1 -0.5 0.2 -0.221
F -0.5571 0.9887 -2.4199 0.1 0.3 0.4 -0.200
C -1.3617 1.5802 -0.2336 0.0 0.0 0.0 0.261
F -1.8606 2.6871 0.3247 0.1 0.0 0.1 -0.118
F -0.5199 0.9949 0.6665 -0.1 0.0 -0.2 -0.138
C -2.5210 0.5544 -0.4436 -0.1 0.1 0.1 0.519
F -3.0392 0.2902 0.7793 0.1 0.0 -0.2 -0.287
F -1.9999 -0.5785 -0.9419 0.0 0.0 0.1 -0.262
C -3.6836 1.0285 -1.3576 0.2 0.1 -0.3 0.394
F -3.1919 1.0674 -2.6243 -0.3 0.0 0.4 -0.323
F -4.0852 2.2674 -1.0173 0.2 -0.2 -0.1 -0.062
C -4.9336 0.0929 -1.4101 0.0 0.1 0.2 0.309
F -5.6628 0.5541 -2.4399 -0.2 0.1 0.0 -0.300
F -4.5206 -1.1463 -1.7059 -0.1 -0.1 0.0 -0.274
C -5.8373 0.0342 -0.1178 0.1 -0.2 0.1 0.757
F -5.4371 -1.0437 0.5918 -0.1 0.3 -0.1 -0.318
F -5.6675 1.1313 0.6440 0.0 -0.2 -0.2 -0.148
C -7.3760 -0.1727 -0.3701 0.0 0.1 0.1 0.479
F -7.5317 -1.0890 -1.3453 0.0 0.1 0.1 -0.276
F -7.8695 -0.6740 0.7785 0.0 0.0 -0.1 -0.285
C -8.2777 1.0681 -0.6973 0.1 0.0 0.0 0.572
F -8.0637 1.5382 -1.9231 0.1 0.0 0.1 -0.243
F -9.5473 0.6811 -0.6181 0.0 -0.1 0.0 -0.258
F -8.0807 2.0517 0.1839 0.0 -0.2 -0.1 -0.192
S 1.8479 3.2862 0.7665 -0.1 0.5 0.2 1.168
O 0.6834 3.8445 1.4066 0.0 -0.2 -0.1 -0.566
O 3.0038 4.1049 0.4850 -0.1 -0.1 0.0 -0.684
C 2.4943 1.9172 1.8859 0.2 0.1 0.1 0.416
F 2.0550 0.7341 1.4192 0.0 0.0 0.0 -0.151
F 3.8320 1.9397 1.8252 -0.1 -0.1 0.0 -0.300
C 2.0557 2.0644 3.3659 -0.1 -0.1 -0.2 0.475
F 0.7931 1.6872 3.5013 -0.3 -0.1 0.0 -0.136
F 2.8175 1.2786 4.1162 0.2 -0.2 0.2 -0.247
F 2.1866 3.3115 3.7854 0.2 0.3 0.0 -0.238
H 3.3268 -4.9399 0.2859 0.1 0.0 0.0 0.362
H 4.3158 -3.9652 -0.7962 0.1 0.0 0.2 0.051
H 4.3278 -3.6473 0.9678 0.1 0.0 -0.1 0.319
H 0.1028 -3.1755 -1.3317 0.0 -0.1 0.0 0.212
H 1.4817 -3.3395 -2.4181 0.0 -0.2 0.1 0.344
H 1.1102 -4.6571 -1.2964 -0.1 0.0 0.0 0.346
H 1.9127 -2.3161 2.3047 0.0 0.1 -0.1 0.287
H 0.5769 -1.6938 1.2920 0.0 0.0 0.1 -0.028
H 0.6962 -3.4117 1.6430 0.0 0.1 0.0 0.428
H 1.6772 -0.8574 -2.3359 -0.2 0.0 0.1 0.394
H 0.9603 -0.4232 -0.7685 0.0 0.0 0.0 -0.051
H 2.9248 1.0419 -2.5158 0.0 0.0 0.1 0.775
H 3.3788 1.0400 -0.8272 -0.1 -0.1 0.0 0.066
H 0.1177 4.9981 -2.2283 0.1 0.1 0.0 0.363
C -6.1207 2.9712 3.3447 0.0 0.1 0.0 -0.586
O -5.5856 3.5933 4.5017 0.0 0.0 0.0 -0.363
C -5.5580 2.7397 5.6334 0.0 0.1 0.0 -0.491
C -4.1797 2.1522 5.8477 0.0 -0.1 0.0 -0.528
O -3.7894 1.3378 4.7556 0.0 0.1 0.0 -0.385
C -2.9375 2.0088 3.8416 0.0 0.0 0.0 -0.483
H -5.8641 3.5895 2.4849 0.0 0.0 0.0 -0.052
H -5.7039 1.9728 3.1969 0.0 0.0 0.0 0.393
H -7.2121 2.8984 3.4216 0.0 0.0 0.0 0.469
H -6.2905 1.9343 5.5181 0.0 0.0 0.0 0.289
H -5.8387 3.3308 6.5105 0.0 0.0 0.0 0.405
H -4.1876 1.5312 6.7487 0.0 0.0 0.0 0.426
H -3.4532 2.9575 5.9976 0.0 0.0 0.0 0.278
H -1.9274 2.1026 4.2490 0.1 0.0 0.0 0.413
H -3.3185 3.0035 3.5991 0.0 0.0 0.0 0.348
H -2.8971 1.4108 2.9348 0.0 0.0 0.0 -0.066
C -4.7901 6.0504 1.4045 0.0 0.0 0.1 -0.936
O -5.4064 5.0977 0.5525 0.1 0.1 -0.1 0.043
C -6.6613 5.5201 0.0454 0.0 -0.1 0.1 -0.387
C -6.5556 6.0195 -1.3781 0.0 0.1 -0.1 -0.622
O -5.7585 7.1862 -1.4777 0.0 0.0 0.1 -0.402
C -4.4333 6.9367 -1.9061 0.0 0.0 0.0 -0.578
H -3.7547 5.7438 1.5454 0.0 0.0 0.0 0.178
H -4.8095 7.0525 0.9710 0.0 0.0 0.0 0.398
H -5.2859 6.0700 2.3812 0.0 0.0 0.0 0.352
H -7.0909 6.2970 0.6857 0.0 0.0 0.0 0.407
H -7.3342 4.6571 0.0647 0.0 0.0 0.0 0.154
H -7.5574 6.2720 -1.7390 0.0 0.0 0.0 0.400
H -6.1548 5.2274 -2.0199 0.0 0.0 0.0 0.238
H -4.4074 6.6999 -2.9757 0.0 0.0 0.0 0.337
H -3.9766 6.1166 -1.3463 0.0 0.0 0.0 0.149
H -3.8601 7.8462 -1.7346 0.0 0.0 0.0 0.271
C 5.2237 -6.0207 -3.1143 0.0 0.0 0.0 -0.825
O 4.3145 -6.4618 -2.1237 0.0 -0.1 0.0 -0.109
C 3.4746 -7.5222 -2.5464 0.0 0.1 0.0 -0.563
C 3.9548 -8.8634 -2.0383 0.0 -0.1 0.0 -0.553
O 5.2151 -9.2174 -2.5793 0.0 0.1 0.0 -0.384
C 6.3009 -8.9726 -1.7045 0.0 0.0 0.0 -0.653
H 5.9570 -5.3855 -2.6186 0.0 0.0 0.0 0.142
H 5.7389 -6.8580 -3.5906 0.0 0.0 0.0 0.435
H 4.7089 -5.4327 -3.8827 0.0 0.0 0.0 0.312
H 3.4019 -7.5412 -3.6386 0.0 0.0 0.0 0.383
H 2.4739 -7.3314 -2.1452 0.0 0.0 0.0 0.318
H 3.2375 -9.6323 -2.3412 0.0 0.0 0.0 0.400
H 3.9973 -8.8528 -0.9442 0.0 0.0 0.0 0.307
H 6.3236 -9.7109 -0.8955 0.0 0.0 0.0 0.327
H 6.2531 -7.9702 -1.2727 0.0 0.0 0.0 0.230
H 7.2149 -9.0654 -2.2886 0.0 0.0 0.0 0.246
C 9.5651 -2.3349 0.6021 0.0 0.0 0.0 -0.688
O 9.4337 -1.6284 -0.6172 -0.1 0.0 0.0 -0.387
C 8.8527 -2.3908 -1.6597 0.1 0.0 0.0 -0.663
C 7.3836 -2.0796 -1.8437 -0.1 0.0 0.0 -0.507
O 6.6132 -2.4503 -0.7150 0.1 0.0 0.1 -0.133
C 6.2941 -1.3647 0.1388 0.0 0.0 0.0 -0.751
H 9.8092 -1.6070 1.3738 0.0 0.0 0.0 0.249
H 8.6384 -2.8457 0.8738 0.0 0.0 0.0 0.261
H 10.3753 -3.0698 0.5417 0.0 0.0 0.0 0.337
H 8.9838 -3.4614 -1.4697 0.0 0.0 0.0 0.316
H 9.3843 -2.1442 -2.5840 0.0 0.0 0.0 0.410
H 7.0088 -2.6493 -2.7007 0.0 0.0 0.0 0.386
H 7.2531 -1.0149 -2.0638 0.0 0.0 0.0 0.363
H 5.5150 -0.7398 -0.3102 0.0 0.0 0.0 0.037
H 7.1726 -0.7543 0.3602 0.0 0.0 0.0 0.540
H 5.9099 -1.7821 1.0683 0.0 0.0 0.0 0.242
```
Positions in Å, forces in eV/Å.

- Structure (SMILES): C[Si](C)(C)OCC[Si@@](P(O)I)(C(F)(F)C(F)(F)C(F)(F)C(F)(F)C(F)(F)C(F)(F)C(F)(F)C(F)(F)F)S(=O)(=O)C(F)(F)C(F)(F)F.COCCOC.COCCOC.COCCOC.COCCOC
- Highest occupied orbital energy: -0.3348 Ha
- Largest force on an atom: 0.86 eV Å⁻¹
- Electronic energy: -5929.698504 hartree